The following is a DFT calculation (ωB97M-V/def2-TZVPD) of a cluster of 9 separate species, C39H48Cl2F8N4O26P in total at a distorted geometry.

Geometry as XYZ:
```
128
Properties=species:S:1:pos:R:3:lowdin_charge:R:1
C 2.47646 -2.29005 0.07691 0.03
C 2.32577 -2.01452 -1.38259 -0.15
C 1.61844 -0.61906 -1.97385 -0.02
C -0.02044 -0.62820 -2.30778 0.02
C -0.86371 -2.01714 -2.08988 -0.07
C -2.39690 -1.82182 -1.54098 -0.58
N -2.93408 -3.24477 -1.27951 0.02
N -2.50100 -1.09771 -0.20546 0.07
N -3.34706 -1.24438 -2.60989 0.04
N -0.65074 0.67270 -2.84743 0.11
C 0.16160 1.95511 -3.08803 -0.07
C -0.56943 3.33366 -3.68901 -0.14
C -1.24180 4.26966 -2.52030 -0.60
C -0.38108 5.63774 -2.16755 -0.16
Cl -1.43810 3.32366 -0.89726 0.58
C 1.77492 2.05569 -2.81389 -0.05
C 2.64708 3.44274 -3.12257 -0.12
C 3.10406 3.31779 -4.71576 -0.55
O 3.85362 2.28794 -5.14878 -0.09
Cl 2.57582 4.56973 -6.02952 0.57
C 2.54343 0.71362 -2.21037 -0.18
P 4.41844 0.87700 -1.88740 0.91
C 5.37381 -0.74704 -2.19826 -0.27
O 4.59703 1.20903 -0.15559 -0.36
H 3.13392 -1.54167 0.73109 0.10
H 1.98761 -3.26848 0.52268 0.09
H 2.73858 -2.74428 -2.23227 0.10
H -0.95898 -2.52437 -3.16442 0.15
H -0.34805 -2.81254 -1.40365 0.13
H -2.77686 -3.73688 -2.20908 0.08
H -3.98917 -3.12915 -1.24836 0.09
H -1.76702 -1.43044 0.46833 0.10
H -2.49351 -0.05931 -0.31539 0.07
H -3.48883 -1.97731 -3.36817 0.10
H -4.24022 -1.05695 -2.10074 0.06
H -1.67849 0.74677 -3.08499 0.13
H -1.41122 3.00862 -4.45731 0.14
H 0.18068 4.00780 -4.30046 0.09
H -2.33168 4.65437 -2.81919 0.12
H -0.08127 6.26158 -3.12006 0.10
H -0.97265 6.38994 -1.45785 0.10
H 0.61580 5.37810 -1.60656 0.07
H 3.54902 3.59412 -2.39190 0.11
H 1.95278 4.40899 -3.07694 0.09
H 4.71901 -1.55113 -2.78741 0.05
H 5.55597 -1.23954 -1.12614 0.08
H 6.43345 -0.62311 -2.67914 0.06
H 4.63526 2.22577 -0.13173 0.06
C -4.27609 -1.99978 2.76460 -0.08
C -3.57812 -2.60933 3.93207 -0.33
O -4.62892 -2.92042 4.81858 0.13
C -5.70845 -3.15415 4.02067 -0.49
O -6.72633 -3.71379 4.39296 0.15
O -5.50862 -2.69156 2.74884 0.08
F -2.76675 -1.70986 4.53232 0.08
H -4.46284 -0.92852 2.89469 0.15
H -3.73041 -2.14966 1.82910 0.11
H -3.01573 -3.51853 3.69419 0.18
C 0.15880 -3.16637 6.84059 -0.08
C 0.97520 -4.41344 6.84332 -0.33
O 0.82482 -4.90862 5.53219 0.15
C 0.62240 -3.80589 4.75779 -0.51
O 0.72227 -3.79556 3.54215 0.12
O 0.30108 -2.70969 5.51049 0.07
F 0.46385 -5.32272 7.70321 0.09
H -0.90007 -3.35276 7.04898 0.15
H 0.53093 -2.42408 7.55187 0.14
H 2.03746 -4.25404 7.05711 0.18
C -1.87234 -2.71214 11.20685 -0.07
C -0.59906 -2.16233 10.66082 -0.33
O -0.97084 -1.66456 9.39555 0.11
C -2.28006 -1.30976 9.52487 -0.50
O -2.87574 -0.59269 8.73820 0.15
O -2.84308 -1.84947 10.64879 0.08
F 0.31246 -3.14441 10.48105 0.08
H -2.06646 -3.73836 10.87731 0.15
H -1.90342 -2.68273 12.29935 0.15
H -0.16473 -1.35553 11.26078 0.18
C 5.38328 -3.71411 -5.90303 -0.07
C 4.52200 -2.80182 -6.70778 -0.33
O 3.21465 -3.14455 -6.30748 0.15
C 3.34067 -3.58417 -5.02392 -0.50
O 2.40725 -3.71009 -4.24885 0.12
O 4.64283 -3.85979 -4.70785 0.07
F 4.64515 -3.06271 -8.02855 0.09
H 5.51393 -4.69564 -6.37091 0.15
H 6.36957 -3.28653 -5.70352 0.15
H 4.69740 -1.73718 -6.51992 0.18
C -6.24011 3.04821 0.08982 -0.07
C -4.91188 2.83786 -0.55303 -0.35
O -4.85877 1.44327 -0.75101 0.11
C -6.15638 1.05756 -0.90630 -0.50
O -6.50013 -0.01873 -1.36596 0.14
O -7.02694 2.02770 -0.49105 0.09
F -3.90994 3.18755 0.28451 0.00
H -6.21162 2.91066 1.17595 0.15
H -6.65585 4.03570 -0.12792 0.15
H -4.79165 3.35089 -1.51317 0.17
C 2.71801 6.85960 -10.03393 -0.07
C 1.80678 6.92566 -8.85623 -0.35
O 0.60030 7.41115 -9.39990 0.14
C 0.59279 6.97590 -10.69109 -0.50
O -0.39851 6.95827 -11.40164 0.15
O 1.83102 6.55372 -11.09111 0.08
F 2.25581 7.82142 -7.94868 0.07
H 3.21325 7.81431 -10.24047 0.15
H 3.48153 6.08448 -9.92609 0.15
H 1.62966 5.95988 -8.37102 0.13
C -6.05695 -3.55824 7.77804 -0.08
C -6.58699 -4.59155 8.71239 -0.33
O -7.05029 -3.83731 9.80937 0.14
C -7.41294 -2.63348 9.28405 -0.50
O -8.10963 -1.81626 9.86252 0.15
O -6.90684 -2.45625 8.02551 0.08
F -5.59722 -5.40560 9.14292 0.08
H -5.02254 -3.27604 8.00111 0.14
H -6.11710 -3.87272 6.73263 0.12
H -7.40885 -5.18817 8.30238 0.18
C 7.60231 3.09012 -2.32162 -0.09
C 9.01455 3.32824 -2.73464 -0.33
O 9.74304 2.39289 -1.97220 0.15
C 8.88470 1.35387 -1.77132 -0.50
O 9.22794 0.24558 -1.39482 0.15
O 7.59182 1.70286 -2.05083 0.01
F 9.41699 4.57005 -2.38304 0.09
H 7.32792 3.63902 -1.41453 0.15
H 6.88988 3.34063 -3.11224 0.14
H 9.20456 3.16233 -3.80042 0.18
```

Values from the calculation:
E_HOMO: -0.4084 Ha
net charge: +1
LUMO level: -0.171 Eh
DFT total energy: -156469.989 eV
gap between HOMO and LUMO: 6.4499 eV